(1)
42
Properties=species:S:1:pos:R:3:lowdin_charge:R:1 method="wB97M-V/def2-TZVPD" e_homo_ev=-11.1410 orbital_gap_ev=8.048 energy_ev=-88238.7272 spin_multiplicity=1 charge=+1
Ga -0.39 -0.37 -1.31 0.12
H 0.94 2.87 -0.95 0.04
H 0.94 2.81 -1.70 0.04
P -0.36 -0.44 -3.64 0.69
C 0.99 -1.39 -4.42 -0.24
H 0.75 -1.57 -5.48 0.06
H 1.93 -0.83 -4.34 0.05
H 1.10 -2.34 -3.90 0.06
C -1.92 -1.31 -4.03 -0.24
H -2.76 -0.72 -3.62 0.06
H -2.04 -1.43 -5.11 0.06
H -1.91 -2.29 -3.54 0.06
C -0.45 1.18 -4.48 -0.24
H 0.50 1.71 -4.36 0.05
H -0.68 1.05 -5.54 0.06
H -1.24 1.78 -4.00 0.05
C 1.88 -0.54 -1.25 -0.12
O 2.94 -0.98 -1.17 0.14
H -1.44 0.78 -1.14 -0.05
H -0.51 -1.86 -0.87 -0.03
C 1.19 -0.24 4.12 -0.16
N 1.05 1.13 3.58 -0.16
C -0.35 1.60 3.76 -0.16
N -1.34 0.66 3.21 -0.16
C -1.13 -0.71 3.73 -0.16
N 0.25 -1.20 3.51 -0.16
C 0.55 -1.46 2.10 -0.30
P 0.40 0.13 1.13 0.91
C 1.50 1.21 2.20 -0.30
C -1.30 0.66 1.75 -0.33
H 0.96 -0.20 5.20 0.14
H 2.22 -0.58 3.94 0.13
H -0.46 2.57 3.26 0.13
H -0.53 1.70 4.84 0.13
H -1.85 -1.39 3.24 0.13
H -1.31 -0.69 4.82 0.13
H 1.58 -1.85 2.02 0.10
H -0.13 -2.23 1.69 0.09
H 1.47 2.25 1.85 0.09
H 2.55 0.87 2.14 0.10
H -2.07 -0.03 1.37 0.09
H -1.53 1.67 1.39 0.09

(2)
21
Properties=species:S:1:pos:R:3:lowdin_charge:R:1 method="wB97M-V/def2-TZVPD" e_homo_ev=-8.5596 orbital_gap_ev=9.444 energy_ev=-9865.2249 spin_multiplicity=1 charge=0
C -1.72 0.70 -1.67 -0.12
C 1.07 -0.92 -0.34 -0.60
C -1.34 0.90 -0.24 -0.27
N 0.62 -1.77 0.66 0.14
C -2.07 0.47 0.78 -0.05
N 1.07 -1.14 -1.60 0.09
H 0.04 -2.52 0.32 0.09
H 0.23 -1.34 1.48 0.07
H 0.55 -1.96 -1.86 0.04
H -1.80 1.66 -2.18 0.07
H -2.67 0.17 -1.76 0.07
H -0.94 0.13 -2.18 0.05
H -1.79 0.65 1.81 0.04
H -2.96 -0.13 0.65 0.05
C 2.01 0.60 1.43 -0.10
N 1.59 0.31 0.08 -0.07
H 1.98 0.84 -0.69 0.13
H -0.23 1.32 -0.06 0.12
H 2.53 -0.24 1.89 0.08
H 1.13 0.83 2.05 0.07
H 2.69 1.45 1.42 0.08

(3)
6
Properties=species:S:1:pos:R:3:lowdin_charge:R:1 method="wB97M-V/def2-TZVPD" e_homo_ev="-9.0745 / -8.3271" orbital_gap_ev="7.596 / 5.324" energy_ev=-18943.0812 spin_multiplicity=1 charge=0
C 0.54 -0.12 -0.09 -0.63
N -0.55 -0.30 0.88 0.09
N -0.77 -0.80 1.88 0.30
O 1.59 -0.60 0.24 0.16
O 0.27 0.54 -1.15 -0.53
S -1.08 1.29 -1.76 0.60

(4)
102
Properties=species:S:1:pos:R:3:lowdin_charge:R:1 method="wB97M-V/def2-TZVPD" e_homo_ev=-0.8372 orbital_gap_ev=4.043 energy_ev=-218238.4419 spin_multiplicity=1 charge=-2
Cs 1.20 -1.45 0.16 1.28
O 3.87 0.04 5.69 0.10
C 3.98 -1.25 5.88 -0.54
O 4.45 -1.73 6.89 0.03
C 3.50 -2.12 4.77 -0.05
C 3.40 -3.49 4.81 -0.57
Cl 3.62 -4.53 6.14 0.78
N 2.95 -3.92 3.59 -0.07
N 2.76 -2.87 2.77 0.14
C 3.09 -1.79 3.44 -0.12
C 3.01 -0.44 2.76 -0.59
O 3.10 0.57 3.52 0.05
O 2.88 -0.43 1.53 -0.39
C 2.69 -5.22 3.09 -0.18
C 3.47 -6.32 3.45 -0.05
C 3.18 -7.56 2.90 -0.10
C 2.15 -7.71 1.99 -0.10
C 1.40 -6.61 1.62 -0.07
C 1.66 -5.36 2.16 0.00
H 3.46 0.25 4.74 -0.01
H 4.29 -6.20 4.13 0.08
H 3.79 -8.41 3.19 0.10
H 1.94 -8.69 1.57 0.09
H 0.60 -6.71 0.90 0.10
H 1.09 -4.50 1.87 0.10
C -1.39 -4.00 -2.83 -0.19
As 0.49 -4.15 -2.39 0.96
C 1.68 -3.68 -3.84 -0.19
C 0.74 -6.09 -2.39 -0.22
O 0.88 -3.57 -0.92 -0.90
H -1.56 -4.30 -3.87 0.04
H -1.74 -2.99 -2.68 0.03
H -1.91 -4.68 -2.16 0.04
H 1.19 -3.92 -4.78 0.04
H 2.58 -4.29 -3.73 0.03
H 1.94 -2.63 -3.83 0.02
H 0.60 -6.51 -3.39 0.03
H 0.04 -6.55 -1.70 0.02
H 1.75 -6.30 -2.05 0.03
C 0.65 3.40 -4.05 -0.10
C 0.95 4.16 -2.75 -0.62
C 2.32 3.67 -2.26 -0.12
C 1.05 5.66 -3.08 -0.10
Si -0.42 3.83 -1.43 0.50
Br 0.00 1.75 -0.62 0.49
C -0.29 4.99 0.12 -0.62
C 1.17 5.19 0.53 -0.11
C -1.00 4.37 1.34 -0.12
C -0.92 6.36 -0.17 -0.10
C -2.20 3.76 -2.18 -0.62
C -2.38 2.51 -3.06 -0.12
C -2.51 5.00 -3.03 -0.10
C -3.25 3.66 -1.06 -0.10
H 1.49 3.52 -4.74 0.09
H -0.24 3.79 -4.56 0.06
H 0.51 2.33 -3.87 0.05
H 3.07 3.89 -3.02 0.08
H 2.31 2.59 -2.10 0.05
H 2.63 4.15 -1.33 0.06
H 1.77 5.81 -3.90 0.08
H 1.40 6.24 -2.22 0.06
H 0.09 6.07 -3.40 0.06
H 1.66 4.24 0.73 0.08
H 1.21 5.78 1.45 0.08
H 1.74 5.73 -0.23 0.06
H -0.55 3.42 1.62 0.05
H -2.06 4.20 1.17 0.06
H -0.90 5.05 2.19 0.09
H -0.47 6.84 -1.04 0.06
H -0.76 7.02 0.69 0.08
H -2.00 6.29 -0.33 0.06
H -1.76 2.52 -3.95 0.06
H -3.43 2.45 -3.38 0.09
H -2.15 1.59 -2.52 0.05
H -1.85 5.06 -3.90 0.06
H -2.41 5.93 -2.46 0.06
H -3.54 4.94 -3.40 0.08
H -3.05 2.81 -0.40 0.08
H -4.24 3.52 -1.50 0.08
H -3.28 4.57 -0.45 0.06
F 1.37 -0.48 -4.48 -0.09
C 0.05 -0.36 -3.97 -0.22
F 0.01 -1.49 -3.07 -0.18
C -0.80 -0.87 -5.10 -0.60
F -2.10 -0.89 -4.74 0.09
F -0.55 -2.15 -5.58 0.05
F -0.69 -0.07 -6.18 0.10
C -2.39 -1.82 1.60 -0.07
C -2.91 -1.29 2.75 -0.37
C -3.28 -2.11 3.89 -0.09
C -3.90 -1.59 4.99 -0.09
C -4.19 -0.21 5.10 -0.31
C -3.77 0.63 4.03 -0.09
C -3.17 0.12 2.92 -0.08
C -4.88 0.31 6.21 -0.29
N -5.46 0.73 7.12 0.06
H -2.16 -1.19 0.75 0.01
H -2.26 -2.89 1.48 0.02
H -3.06 -3.17 3.84 0.09
H -4.18 -2.25 5.81 0.10
H -3.95 1.69 4.11 0.10
H -2.87 0.79 2.11 0.09